ORCA calculation (the ωB97M-V functional and the def2-TZVPD basis) on a single C2H5NO3S molecule.

- lowest unoccupied orbital energy (Eh) = 0.022
- ΔE to the lowest compared entry with this formula, charge and spin (kcal per mole) = 39.8
- HOMO level (eV) = -9.225
- 2S+1 = 1

Geometry (Å):
N: 1.281163 1.171158 1.679745
C: 0.971705 0.223532 0.868781
H: 2.072878 0.999397 2.214785
O: 0.166758 0.900933 -0.108973
H: -1.871621 -1.661182 -1.647392
H: -1.003923 -1.710131 -0.032820
H: -2.125797 -0.448264 -0.200052
H: 1.341416 2.083828 1.355716
O: 1.201245 -0.930756 0.745998
S: 0.017658 -0.146467 -1.467915
C: -1.544357 -1.092227 -0.815708
O: -0.507125 0.610178 -2.592165

Forces on atoms 1 to 6 (eV/Å):
N 1.36 0.79 3.26
C -2.62 0.71 -4.54
H 1.40 -0.73 1.64
O -0.06 -1.43 -0.59
H -0.84 -0.27 -0.50
H -0.81 0.00 -1.06

These are the natural (NBO) partial charges, in e, on atoms 1 to 5: number 1, N, carries -0.79; number 2, C, carries 0.88; number 3, H, carries 0.39; number 4, O, carries -0.74; number 5, H, carries 0.23